Record 1
The following is a DFT calculation (ωB97M-V/def2-TZVPD) of a molecular structure, C30H79F6N5O23S3Zn in a non-equilibrium geometry.

Each line ends with the Mulliken charge.
Positions of all 147 atoms, in Å:
Zn  -12.366  -7.634  -31.594  0.83
S  -14.434  -6.568  -32.743  1.51
O  -14.739  -6.497  -34.165  -0.82
O  -14.118  -7.951  -32.268  -0.72
O  -13.068  -6.002  -32.467  -0.76
O  -15.480  -6.035  -31.896  -0.75
C  -12.788  -6.403  -27.156  0.53
F  -11.471  -6.696  -27.317  -0.10
F  -13.377  -7.518  -26.718  -0.27
F  -12.975  -5.472  -26.227  -0.22
S  -13.447  -5.930  -28.870  1.22
O  -13.117  -4.535  -29.055  -0.87
O  -12.812  -6.837  -29.810  -1.13
O  -14.872  -6.175  -28.840  -0.67
C  -8.059  -7.051  -30.211  -0.44
F  -8.573  -7.095  -28.990  -0.08
F  -6.938  -6.286  -30.197  0.91
F  -7.624  -8.299  -30.522  -0.52
S  -9.287  -6.254  -31.444  -0.36
O  -10.560  -6.902  -31.207  1.13
O  -9.166  -4.866  -31.070  -0.27
O  -8.764  -6.572  -32.781  0.12
C  -11.615  -10.461  -31.516  -0.71
C  -10.723  -9.761  -32.552  -0.10
O  -11.393  -8.765  -33.304  -0.39
O  -11.997  -9.414  -30.618  -0.18
H  -11.166  -11.284  -30.970  0.46
H  -12.455  -10.828  -32.111  0.31
H  -10.475  -10.549  -33.272  0.58
H  -9.765  -9.390  -32.206  -0.14
H  -10.993  -8.774  -34.180  0.26
H  -11.716  -9.682  -29.739  0.27
C  -11.435  -2.928  -32.233  0.69
C  -12.903  -2.595  -31.938  -0.58
O  -13.797  -3.453  -32.585  -0.61
O  -11.156  -2.619  -33.600  -0.61
H  -11.297  -3.953  -31.884  -0.50
H  -10.806  -2.354  -31.548  0.16
H  -13.074  -1.561  -32.254  0.45
H  -13.073  -2.520  -30.858  0.10
H  -13.602  -4.402  -32.388  0.29
H  -11.521  -3.330  -34.136  0.36
C  -10.034  -3.702  -27.881  0.08
C  -9.075  -2.835  -28.647  0.86
O  -8.548  -1.716  -27.926  -0.72
O  -11.298  -3.115  -27.713  -0.67
H  -9.628  -3.982  -26.904  0.28
H  -10.155  -4.621  -28.462  -0.14
H  -9.631  -2.473  -29.522  -0.09
H  -8.290  -3.328  -29.230  -0.52
H  -7.692  -1.493  -28.336  0.44
H  -11.974  -3.499  -28.305  0.57
C  -5.767  -8.887  -33.890  -0.92
C  -5.134  -7.717  -33.106  1.04
O  -3.784  -7.535  -33.505  -0.69
O  -7.091  -9.059  -33.383  -0.33
H  -5.182  -9.792  -33.707  0.40
H  -5.736  -8.771  -34.977  0.21
H  -5.304  -7.946  -32.041  -0.13
H  -5.763  -6.843  -33.310  0.03
H  -3.467  -6.710  -33.127  0.39
H  -7.527  -8.188  -33.329  0.08
C  -7.777  -11.734  -30.979  -1.00
C  -7.130  -12.061  -29.662  1.24
C  -7.966  -11.842  -28.401  -1.03
O  -8.456  -10.497  -28.267  -0.31
C  -7.477  -9.478  -28.403  -0.60
N  -6.603  -13.442  -29.642  -0.85
H  -8.596  -12.434  -31.134  0.40
H  -7.143  -11.869  -31.857  0.31
H  -8.184  -10.739  -31.074  -0.27
H  -6.198  -11.487  -29.595  0.08
H  -7.365  -12.112  -27.527  0.38
H  -8.793  -12.549  -28.481  0.34
H  -7.820  -8.617  -27.838  0.29
H  -7.425  -9.144  -29.475  0.16
H  -6.450  -9.785  -28.187  0.43
H  -5.858  -13.544  -30.321  0.28
H  -6.136  -13.685  -28.776  0.26
C  -6.202  -4.973  -26.734  -1.59
C  -5.622  -6.264  -27.310  1.03
C  -5.309  -6.250  -28.832  -0.22
O  -4.860  -7.570  -29.137  -0.46
C  -4.724  -7.856  -30.525  -0.69
N  -4.364  -6.561  -26.585  -0.95
H  -7.167  -4.732  -27.188  0.22
H  -5.632  -4.045  -26.740  0.15
H  -6.452  -5.231  -25.703  0.45
H  -6.316  -7.091  -27.171  -0.07
H  -4.528  -5.565  -29.170  0.78
H  -6.331  -6.014  -29.263  -0.50
H  -4.445  -6.971  -31.102  0.19
H  -5.623  -8.220  -31.015  -0.09
H  -3.919  -8.586  -30.613  0.31
H  -3.678  -5.897  -26.933  0.34
H  -3.980  -7.431  -26.940  0.37
C  -7.702  -3.661  -34.469  -1.67
C  -6.834  -3.219  -33.274  2.06
C  -5.732  -2.223  -33.587  -0.65
O  -4.960  -2.700  -34.682  -0.36
C  -4.182  -1.636  -35.194  -0.71
N  -7.714  -2.684  -32.221  -0.17
H  -8.090  -2.826  -35.061  0.49
H  -8.623  -4.141  -34.142  0.10
H  -7.086  -4.266  -35.137  0.44
H  -6.363  -4.131  -32.897  -0.63
H  -5.084  -2.058  -32.716  0.28
H  -6.100  -1.210  -33.790  0.44
H  -3.483  -1.908  -35.987  0.29
H  -3.514  -1.306  -34.390  0.23
H  -4.807  -0.841  -35.608  0.29
H  -8.535  -2.201  -32.574  0.35
H  -8.177  -3.460  -31.748  -0.16
C  -5.412  -3.163  -29.362  -0.10
C  -5.117  -1.681  -29.455  0.34
C  -4.252  -1.462  -30.677  0.09
O  -2.946  -2.012  -30.729  -0.38
C  -1.981  -1.324  -29.959  -0.79
N  -6.446  -1.072  -29.651  -0.44
H  -4.555  -3.659  -28.898  0.39
H  -5.688  -3.636  -30.304  0.04
H  -6.213  -3.414  -28.665  -0.54
H  -4.609  -1.291  -28.572  0.38
H  -4.112  -0.407  -30.960  0.71
H  -4.699  -1.853  -31.598  -1.37
H  -1.011  -1.755  -30.203  0.29
H  -2.277  -1.287  -28.911  0.26
H  -1.892  -0.318  -30.391  0.33
H  -6.893  -1.401  -30.507  0.06
H  -6.351  -0.066  -29.739  0.33
C  -8.224  -7.144  -37.252  -1.42
C  -9.500  -6.345  -36.990  0.58
C  -10.587  -6.646  -38.052  -0.78
O  -10.276  -6.030  -39.299  -0.33
C  -11.179  -6.321  -40.319  -0.75
N  -9.989  -6.787  -35.694  -0.24
H  -7.724  -6.838  -38.173  0.41
H  -8.429  -8.213  -37.326  0.31
H  -7.503  -7.047  -36.438  0.19
H  -9.273  -5.275  -36.969  0.30
H  -11.484  -6.137  -37.687  0.49
H  -10.672  -7.723  -38.216  0.36
H  -10.860  -5.792  -41.213  0.23
H  -12.180  -5.993  -40.007  0.31
H  -11.317  -7.398  -40.473  0.29
H  -9.357  -6.467  -34.968  -0.31
H  -10.877  -6.391  -35.401  0.25

For the HOMO energy, the calculation gives -3.23 eV. The net charge is -2. Its multiplicity is 1. As for the largest force on an atom: 9.40 eV/A.

Record 2
The following is a DFT calculation (ωB97M-V/def2-TZVPD) of 8 unconnected molecules or ions with the total composition C30H80BF8N7O18S4 in a non-equilibrium geometry.

Each line ends with the Mulliken charge.
Positions of all 148 atoms, in Å:
C  -2.044  3.821  6.765  -0.88
O  -1.780  2.690  5.915  -0.29
C  -0.593  2.029  6.239  -0.69
C  -0.624  0.753  5.407  -0.52
N  -0.535  1.084  3.953  2.49
H  -1.345  1.643  3.645  0.25
H  0.257  1.734  3.730  -0.98
C  -0.354  -0.059  2.979  0.15
C  -1.683  -0.716  2.655  -0.73
O  -2.706  0.164  2.238  0.48
C  -3.978  -0.167  2.738  -1.02
H  -2.050  3.471  7.797  0.37
H  -2.950  4.356  6.495  0.24
H  -1.226  4.520  6.564  0.35
H  -0.551  1.731  7.295  0.57
H  0.302  2.638  6.055  0.15
H  -1.514  0.149  5.557  0.46
H  0.256  0.169  5.683  0.26
H  0.306  -0.799  3.429  0.57
H  0.159  0.356  2.112  -0.92
H  -2.045  -1.144  3.602  0.97
H  -1.558  -1.597  2.019  -0.32
H  -4.008  -0.190  3.833  0.33
H  -4.420  -1.116  2.415  0.21
H  -4.668  0.607  2.406  0.26
C  -0.238  -7.561  4.445  -0.75
O  0.380  -6.505  3.717  -0.38
C  -0.253  -5.273  3.814  -0.56
C  0.515  -4.163  3.124  0.00
N  0.891  -4.485  1.717  0.17
H  1.646  -5.162  1.605  0.56
H  0.077  -4.918  1.244  0.50
C  1.307  -3.295  0.875  -0.64
C  2.669  -2.695  1.180  -0.85
O  2.607  -1.969  2.380  0.07
C  3.888  -1.579  2.870  -1.07
H  -0.223  -8.500  3.897  0.27
H  -1.275  -7.280  4.634  0.33
H  0.267  -7.758  5.391  0.29
H  -0.330  -4.930  4.856  0.43
H  -1.286  -5.337  3.463  0.23
H  1.383  -4.021  3.778  0.45
H  0.128  -3.150  3.209  -0.23
H  0.531  -2.533  0.895  -0.18
H  1.291  -3.683  -0.144  0.59
H  2.982  -2.075  0.337  0.30
H  3.373  -3.539  1.234  0.50
H  3.790  -0.907  3.717  0.23
H  4.607  -1.163  2.159  0.34
H  4.335  -2.527  3.198  0.38
C  -5.562  0.326  -0.448  -0.51
O  -4.823  0.001  -1.599  -0.50
C  -3.504  -0.348  -1.261  0.82
C  -2.773  -0.609  -2.560  -0.25
N  -2.942  0.486  -3.598  0.03
H  -2.274  0.359  -4.361  0.40
H  -3.872  0.480  -4.019  0.52
C  -2.697  1.867  -3.063  0.05
C  -2.689  2.815  -4.255  -0.93
O  -1.823  2.288  -5.247  -0.19
C  -1.825  3.070  -6.446  -0.82
H  -4.952  0.895  0.265  -0.07
H  -5.869  -0.542  0.149  0.32
H  -6.465  0.900  -0.641  0.42
H  -3.481  -1.189  -0.561  0.55
H  -2.951  0.425  -0.709  -0.85
H  -3.184  -1.497  -3.035  0.50
H  -1.707  -0.679  -2.363  -0.32
H  -1.722  1.828  -2.573  -0.28
H  -3.410  2.116  -2.282  0.31
H  -2.291  3.778  -3.929  0.32
H  -3.696  2.915  -4.669  0.66
H  -1.095  3.884  -6.446  0.26
H  -2.822  3.499  -6.552  0.36
H  -1.543  2.398  -7.254  0.29
C  1.168  4.413  -3.478  -0.20
O  1.144  4.397  -2.075  -0.37
C  2.215  3.832  -1.336  -0.29
C  1.817  4.061  0.107  -0.57
N  0.626  3.269  0.583  3.29
H  0.737  2.344  0.156  -0.85
H  0.743  3.182  1.600  -1.06
C  -0.733  3.842  0.294  -0.93
C  -1.879  3.106  0.953  0.03
O  -1.827  3.206  2.366  -0.15
C  -2.379  4.403  2.853  -0.80
H  0.263  4.892  -3.848  0.20
H  1.171  3.365  -3.807  -0.20
H  2.030  4.988  -3.833  0.40
H  3.093  4.470  -1.485  0.58
H  2.388  2.797  -1.636  -0.15
H  1.649  5.107  0.351  0.54
H  2.603  3.697  0.771  0.20
H  -0.837  3.958  -0.781  0.40
H  -0.614  4.828  0.749  0.47
H  -1.907  2.042  0.710  -0.66
H  -2.806  3.500  0.523  0.54
H  -3.476  4.409  2.778  0.31
H  -2.083  5.353  2.397  0.35
H  -2.142  4.432  3.917  -0.04
C  4.865  -4.394  -6.927  -0.74
O  4.098  -3.615  -5.998  -0.33
C  4.437  -3.795  -4.652  -0.68
C  3.631  -2.780  -3.839  -0.54
N  3.588  -1.467  -4.581  -0.02
H  4.504  -1.022  -4.611  0.44
H  3.312  -1.708  -5.538  0.49
C  2.604  -0.544  -3.893  -0.59
C  2.653  0.852  -4.513  0.17
O  2.573  0.866  -5.907  -0.44
C  1.301  1.126  -6.490  -0.60
H  5.061  -3.801  -7.819  0.27
H  4.230  -5.214  -7.263  0.26
H  5.807  -4.685  -6.467  0.34
H  5.491  -3.556  -4.466  0.43
H  4.312  -4.780  -4.198  0.39
H  4.078  -2.566  -2.874  0.42
H  2.595  -3.117  -3.842  0.35
H  2.943  -0.503  -2.858  0.12
H  1.595  -0.947  -3.861  0.22
H  3.584  1.372  -4.279  0.48
H  1.853  1.397  -4.005  -0.55
H  0.514  0.448  -6.146  0.26
H  1.363  1.068  -7.571  0.38
H  0.963  2.119  -6.186  0.17
N  -1.537  -5.277  0.129  -0.64
S  -1.707  -4.218  -1.010  1.04
O  -1.366  -2.860  -0.688  -0.03
O  -2.784  -4.407  -1.930  -0.66
F  -0.516  -4.863  -1.879  -0.39
S  -2.887  -4.772  1.082  1.00
O  -4.165  -4.769  0.430  -0.56
O  -2.580  -3.777  2.089  -0.51
F  -2.887  -6.107  1.968  -0.30
N  1.509  2.931  3.316  -0.82
S  2.985  2.470  3.473  1.03
O  3.337  1.699  4.638  -0.65
O  3.980  3.355  2.890  -0.64
F  2.840  1.387  2.264  -0.16
S  1.675  4.435  4.029  0.97
O  2.080  5.442  3.100  -0.61
O  2.261  4.521  5.325  -0.61
F  0.139  4.759  4.266  -0.19
B  0.605  0.134  -1.019  -1.35
F  0.287  0.906  -2.185  -0.12
F  1.666  0.754  -0.356  -0.23
F  -0.576  0.191  -0.274  0.97
F  0.983  -1.166  -1.369  -0.10

For the HOMO energy, the calculation gives -13.74 eV. The net charge is +2. Its multiplicity is 1. As for the largest force on an atom: 6.44 eV/A.